{
  "formula": "C58H112N2O12S4",
  "method": "wB97M-V/def2-TZVPD",
  "species": ["S", "S", "S", "S", "O", "O", "O", "O", "O", "O", "O", "O", "O", "O", "O", "O", "N", "N", "C", "C", "C", "C", "C", "C", "C", "C", "C", "C", "C", "C", "C", "C", "C", "C", "C", "C", "C", "C", "C", "C", "C", "C", "C", "C", "C", "C", "C", "C", "C", "C", "C", "C", "C", "C", "C", "C", "C", "C", "C", "C", "C", "C", "C", "C", "C", "C", "C", "C", "C", "C", "C", "C", "C", "C", "C", "C", "H", "H", "H", "H", "H", "H", "H", "H", "H", "H", "H", "H", "H", "H", "H", "H", "H", "H", "H", "H", "H", "H", "H", "H", "H", "H", "H", "H", "H", "H", "H", "H", "H", "H", "H", "H", "H", "H", "H", "H", "H", "H", "H", "H", "H", "H", "H", "H", "H", "H", "H", "H", "H", "H", "H", "H", "H", "H", "H", "H", "H", "H", "H", "H", "H", "H", "H", "H", "H", "H", "H", "H", "H", "H", "H", "H", "H", "H", "H", "H", "H", "H", "H", "H", "H", "H", "H", "H", "H", "H", "H", "H", "H", "H", "H", "H", "H", "H", "H", "H", "H", "H", "H", "H", "H", "H", "H", "H", "H", "H", "H", "H"],
  "coordinates": [[-0.649, 2.470, 5.126], [3.482, 0.789, 5.058], [2.665, -4.952, 2.496], [3.550, 5.158, 3.415], [2.846, 1.716, 1.129], [2.837, 4.693, 4.581], [2.684, -4.396, 1.169], [1.812, -3.253, -5.601], [1.886, -1.107, -5.695], [2.604, 0.212, 4.058], [2.374, -6.359, 2.659], [4.690, 4.378, 2.968], [3.044, 1.895, 5.882], [3.749, -0.199, 0.932], [0.294, 3.124, 5.992], [-1.196, 1.164, 5.425], [2.147, -2.162, -5.158], [2.800, 0.550, 0.817], [-2.417, -4.167, -4.528], [-5.068, -2.185, -1.929], [-2.027, -3.371, 3.549], [-1.300, 2.924, 2.576], [1.526, 0.009, 0.267], [-1.948, 4.053, 3.389], [5.712, -0.740, 5.500], [-9.848, -3.683, 2.099], [-1.879, -1.841, 3.587], [-9.129, -2.845, 1.031], [3.919, -0.999, -2.076], [2.294, 2.585, -2.693], [-8.005, -3.542, 0.268], [2.462, 6.357, -3.473], [-3.813, 1.696, -3.171], [3.662, -4.233, 4.799], [-2.021, 3.596, 4.843], [3.527, 7.431, -3.440], [1.972, 3.859, -3.492], [3.692, -3.421, -1.991], [2.418, 5.432, 2.047], [3.082, 8.732, -4.117], [-3.188, -1.056, 3.721], [-0.445, 2.442, -6.764], [2.369, -3.427, 4.707], [4.063, -2.229, -1.394], [5.075, 1.191, 4.230], [-0.615, 0.349, -0.727], [-5.784, -3.148, -0.974], [3.124, -3.346, -3.257], [-1.437, -5.329, -4.231], [-5.297, -0.367, 2.355], [1.239, -5.777, -1.417], [2.880, -2.152, -3.891], [0.405, 1.762, -7.851], [3.009, 4.964, -3.234], [4.165, -4.434, 3.377], [3.377, -0.977, -3.350], [6.186, 0.665, 5.123], [-0.709, -5.189, -2.894], [4.316, -0.550, 6.049], [1.355, -1.346, 0.188], [-3.805, -0.724, 2.383], [2.772, 6.780, 1.420], [-0.102, 2.495, 3.355], [0.389, -6.225, -2.615], [0.182, -1.895, -0.335], [3.087, 7.690, 2.634], [1.524, -3.973, 3.541], [-0.808, 1.470, -5.637], [-1.704, -2.973, -5.157], [-1.932, 2.024, -4.744], [-0.778, -1.044, -0.842], [4.052, 6.889, 3.515], [-7.060, -2.520, -0.411], [-2.853, 0.983, -4.123], [-2.011, -3.976, 2.134], [0.536, 0.876, -0.143], [2.314, 4.527, 1.454], [-1.390, 2.729, -7.231], [4.994, -5.124, 3.255], [-1.597, -3.110, -6.230], [-3.063, -3.968, -3.673], [3.663, 6.699, 0.796], [-3.998, -2.390, -2.026], [5.712, -1.430, 4.652], [-2.120, -1.996, -4.907], [2.099, -2.033, 0.573], [-10.371, -4.473, 1.555], [-3.316, 2.387, -2.491], [1.506, 5.552, 2.645], [3.786, -4.395, -1.537], [-4.640, 2.187, -3.689], [4.353, 7.078, -4.066], [-1.575, 2.703, -3.963], [-2.343, -5.015, 2.153], [0.119, -2.974, -0.304], [4.197, 7.145, 4.560], [-1.466, -5.293, -2.109], [4.424, -2.292, -0.376], [0.883, -6.126, -0.445], [0.783, 2.404, -8.641], [-1.165, -3.903, 3.964], [0.978, -6.379, -3.520], [-1.993, 2.076, 2.490], [1.342, -4.701, -1.290], [4.217, -0.078, -1.597], [-2.842, -3.721, 4.186], [0.052, 3.315, -6.337], [3.510, -5.217, 5.247], [1.960, 3.656, -4.563], [2.773, -4.228, -3.780], [-0.328, -4.161, -2.864], [-3.094, -4.548, -5.300], [3.914, 7.573, -2.429], [1.289, 1.338, -7.358], [1.754, 6.564, -2.664], [5.169, 2.265, 4.078], [0.044, 1.240, -4.991], [2.186, 7.932, 3.199], [3.389, 8.739, -5.169], [-5.671, 0.060, 1.421], [-5.930, -1.264, 2.409], [3.864, 4.694, -3.865], [5.002, 6.880, 2.977], [-2.962, -0.132, 4.262], [-1.151, -1.527, 4.339], [-1.347, 4.959, 3.263], [-10.582, -3.083, 2.638], [3.640, -1.402, 6.076], [3.273, -0.023, -3.848], [-3.858, -1.609, 4.386], [5.043, 0.679, 3.268], [0.335, 1.512, 3.186], [3.409, 4.878, -2.217], [-1.127, 0.522, -6.080], [-2.662, -3.489, 1.398], [-0.689, -2.909, -4.746], [-0.735, -5.458, -5.058], [-8.558, -4.075, -0.511], [-0.103, -7.165, -2.362], [-2.266, 0.236, -3.579], [1.075, -3.219, 2.901], [3.530, 9.670, -3.780], [-0.120, 0.870, -8.193], [-1.349, -1.565, 2.665], [1.999, 8.880, -4.132], [-4.381, 1.005, -2.534], [-8.683, -2.000, 1.575], [-2.941, 4.339, 3.039], [-7.348, -4.137, 0.902], [-6.120, -3.990, -1.588], [-2.025, -6.253, -4.200], [-3.402, 0.426, -4.885], [-9.871, -2.451, 0.336], [1.595, 1.782, -2.929], [-5.710, 0.238, 3.167], [-1.145, 3.256, 1.549], [-1.813, 4.308, 5.644], [-3.278, 0.104, 1.904], [6.318, 1.250, 6.035], [-7.585, -1.937, -1.174], [1.998, 6.448, -4.460], [6.370, -1.211, 6.234], [-1.025, -3.891, 1.671], [-5.486, -2.163, -2.934], [4.441, -3.698, 5.345], [1.899, -3.539, 5.683], [-1.689, -1.417, -1.294], [4.326, -3.469, 2.889], [0.998, 4.234, -3.163], [-2.553, 2.693, -5.354], [1.967, 7.210, 0.828], [2.308, 2.804, -1.626], [-3.752, -1.605, 1.737], [3.548, 8.615, 2.292], [-5.185, -3.532, -0.150], [2.219, -6.250, -1.518], [-5.109, -1.170, -1.519], [-1.405, 1.038, -0.992], [7.152, 0.665, 4.618], [-2.970, 3.119, 5.077], [4.247, -0.103, 7.043], [-6.842, -1.786, 0.372], [0.648, 1.950, -0.168], [2.579, -2.379, 4.498], [0.781, -4.727, 3.795], [3.284, 2.247, -3.012], [-9.193, -4.070, 2.879], [0.650, 3.284, 3.277]],
  "forces_ev_per_angstrom": [[-0.39, 0.14, -1.20], [1.95, 0.29, -0.57], [-0.06, 0.16, 0.53], [0.59, -0.58, -0.30], [-0.40, 0.62, -0.10], [0.03, 0.54, -0.42], [0.07, 0.14, -0.59], [0.13, 0.39, 0.13], [0.12, 0.27, 0.15], [-0.25, -0.07, 0.33], [0.25, 0.35, 0.14], [-0.22, 0.33, 0.08], [0.20, -1.13, -0.27], [-0.08, -0.46, -0.03], [-0.14, -0.39, -0.11], [0.42, 0.03, 0.08], [-0.18, -0.64, -0.38], [-0.11, -0.21, 0.12], [0.12, -0.87, -0.98], [0.69, 0.39, 0.77], [0.70, -0.51, -0.36], [-1.51, -0.51, -0.17], [0.37, 0.39, 0.24], [-0.07, 0.49, 0.13], [0.29, -0.23, 0.46], [-0.19, 0.15, -0.69], [0.75, -0.23, -0.24], [0.63, 0.46, 1.49], [0.19, -1.09, 0.23], [0.19, 0.33, -0.96], [-0.35, 1.05, -0.86], [0.44, 0.16, 0.11], [-1.06, -0.84, 0.35], [0.81, -0.03, -0.57], [0.07, 0.22, 0.65], [0.65, 0.39, -0.56], [0.07, 0.15, 0.95], [-0.12, 0.61, -0.89], [-0.84, 0.08, 0.74], [-0.06, 0.61, -0.57], [0.49, 0.28, 0.58], [-0.01, -0.61, -0.40], [-0.17, -0.36, 0.06], [-0.01, 0.18, 0.04], [-0.19, 0.86, 0.13], [0.37, -0.55, 0.59], [-0.97, 0.19, -0.89], [-0.75, -0.97, -0.36], [-0.65, -0.31, 0.32], [-1.25, -0.57, 0.33], [0.37, -0.84, 0.09], [0.82, 0.21, 0.37], [0.61, -0.48, 1.37], [0.13, -0.87, -0.17], [-0.94, 0.06, -0.34], [-0.44, 0.74, 0.31], [-0.19, -0.61, -0.17], [-0.35, 0.02, -0.46], [-1.65, 0.62, 0.52], [-0.05, -1.08, 0.33], [-1.17, 0.01, -0.69], [0.25, -0.09, 0.64], [0.97, 0.19, 0.93], [-0.65, 0.93, 0.45], [0.88, 0.42, 0.18], [-0.02, -0.27, 0.17], [0.45, -0.78, -0.16], [-0.27, 0.28, 0.44], [0.69, 0.31, 0.99], [-0.26, 0.14, -0.73], [-0.52, 0.69, 0.07], [0.40, -0.23, -0.58], [-0.50, 0.04, 0.62], [0.18, 0.38, 0.54], [-0.98, 0.22, -0.42], [-0.61, 0.30, -0.90], [0.31, 0.10, -0.21], [0.03, 0.41, 0.10], [-0.07, -0.05, -0.16], [-0.07, 0.18, -0.04], [0.28, 0.29, 0.20], [-0.02, -0.04, -0.09], [-0.05, -0.25, -0.08], [-0.13, 0.24, -0.23], [-0.41, -0.09, -0.32], [0.12, 0.17, -0.03], [-0.04, -0.33, 0.53], [0.08, 0.15, -0.18], [-0.27, 0.02, -0.40], [0.13, 0.13, 0.30], [0.42, 0.45, -0.23], [0.21, -0.13, 0.39], [0.38, -0.23, 0.08], [0.33, -0.11, -0.01], [-0.34, 0.00, -0.30], [-0.19, 0.25, -0.05], [0.04, 0.28, 0.12], [0.14, 0.39, -0.03], [-0.35, -0.12, -0.16], [-0.41, 0.05, -0.20], [0.10, 0.57, 0.57], [0.18, 0.03, 0.07], [-0.07, 0.10, 0.08], [0.14, 0.04, -0.42], [0.11, 0.02, -0.03], [-0.35, 0.11, -0.35], [-0.07, 0.17, -0.17], [-0.07, 0.10, 0.18], [-0.31, -0.06, 0.00], [0.06, -0.11, 0.23], [0.28, -0.09, 0.27], [-0.20, 0.00, 0.14], [-0.05, 0.10, -0.02], [0.09, 0.11, -0.08], [-0.40, 0.03, -0.38], [-0.41, 0.01, -0.12], [0.20, -0.07, -0.24], [-0.12, 0.03, -0.16], [-0.20, -0.35, -0.03], [0.57, 0.33, -0.09], [0.35, -0.23, 0.23], [0.08, 0.52, -0.11], [0.21, -0.01, 0.37], [-0.08, 0.01, -0.06], [-0.33, -0.12, 0.39], [0.16, -0.07, 0.25], [-0.15, 0.05, -0.22], [0.17, -0.14, -0.24], [-0.14, -0.13, -0.18], [-0.20, -0.08, -0.23], [0.02, -0.01, -0.02], [-0.01, 0.05, -0.28], [-0.21, 0.10, 0.10], [-0.05, -0.03, 0.02], [-0.19, 0.16, 0.30], [0.03, -0.07, -0.15], [0.09, 0.21, -0.01], [0.71, -0.83, 0.06], [0.12, -0.16, -0.20], [0.05, 0.05, 0.06], [0.02, 0.11, 0.08], [0.03, -0.26, 0.59], [-0.11, 0.25, -0.52], [-0.25, 0.18, -0.15], [-0.01, -0.08, 0.25], [0.36, -0.21, 0.03], [-0.13, 0.19, -0.24], [-0.02, -0.25, -0.12], [-0.47, -0.51, 0.06], [0.23, -0.31, 0.24], [0.06, -0.07, -0.03], [-0.01, 0.09, -0.08], [0.07, 0.10, -0.06], [-0.09, -0.01, 0.21], [0.56, 0.31, 0.06], [0.52, -0.04, 0.07], [-0.30, 0.52, -0.45], [0.37, -0.19, -0.01], [-0.20, 0.16, -0.05], [-0.04, -0.21, -0.17], [-0.39, -0.31, 0.18], [-0.12, 0.09, 0.16], [0.15, -0.21, 0.27], [-0.20, -0.09, 0.06], [-0.18, -0.07, 0.29], [-0.48, 0.36, -0.20], [0.00, -0.12, 0.04], [0.47, -0.02, 0.10], [-0.15, -0.08, -0.30], [-0.09, -0.12, -0.07], [-0.08, -0.19, -0.07], [0.02, -0.15, 0.06], [0.41, 0.15, -0.17], [0.00, 0.07, 0.16], [0.29, 0.08, -0.12], [0.19, 0.34, 0.17], [-0.09, 0.04, -0.10], [-0.04, -0.11, -0.35], [-0.07, -0.06, -0.15], [0.12, -0.30, -0.08], [0.55, -0.12, 0.11], [0.39, 0.05, -0.13], [0.24, -0.03, 0.44], [0.00, 0.03, 0.15], [-0.08, 0.17, 0.31], [0.07, -0.11, 0.29], [0.22, -0.26, -0.30], [0.29, -0.29, 0.28]],
  "e_lumo_ha": -0.016,
  "smiles": "O=[N+]([O-])c1ccccc1.O=[N+]([O-])c1ccccc1.O=S1(=O)CCCC1.O=S1(=O)CCCC1.O=S1(=O)CCCC1.O=S1(=O)CCCC1.CCCCCC.CCCCCC.CCCCCC.CCCCCC.CCCCCC",
  "charge": 0,
  "gap_ev": 9.26
}